1.
{"formula": "C4H9NS", "method": "the ωB97M-V functional and the def2-TZVPD basis", "species": ["C", "S", "C", "C", "C", "N", "H", "H", "H", "H", "H", "H", "H", "H", "H"], "positions_angstrom": [[-0.611, 2.971, 0.512], [0.610, 2.165, -0.554], [0.154, 0.432, -0.376], [1.053, -0.555, -0.149], [0.683, -1.984, -0.136], [-0.701, -2.232, -0.100], [-0.471, 4.038, 0.395], [-1.645, 2.746, 0.241], [-0.465, 2.767, 1.590], [-0.891, 0.181, -0.447], [2.094, -0.320, -0.042], [1.161, -2.385, 0.769], [1.185, -2.481, -0.990], [-1.131, -2.224, -1.011], [-1.024, -3.119, 0.299]], "forces_ev_per_angstrom": [[-0.062, -0.121, 0.695], [-0.327, -0.825, 0.190], [1.406, -0.208, 0.562], [-1.511, 2.010, -0.819], [1.676, -0.883, 0.293], [-2.345, -0.750, 0.178], [0.085, 0.247, -0.199], [0.161, -0.144, -0.094], [0.022, -0.171, -0.606], [-0.240, 0.088, -0.082], [0.437, 0.108, 0.030], [-0.173, -0.238, -0.161], [0.074, 0.090, 0.245], [0.038, 0.317, -0.297], [0.759, 0.479, 0.064]], "de_lowest_kcal_mol": 25.6, "largest_force_ha_per_bohr": 0.05142, "lumo_energy_ev": 1.027, "orbital_gap_ev": 9.140, "e_tot_ev": -16618.34278, "smiles": "CS/C=C/CN"}

2.
{"formula": "C4H9NS2", "method": "the ωB97M-V functional and the def2-TZVPD basis", "species": ["C", "C", "C", "C", "N", "S", "S", "H", "H", "H", "H", "H", "H", "H", "H", "H"], "positions_angstrom": [[2.076, -1.769, -0.755], [-2.351, 0.284, 0.604], [-0.630, 1.211, -1.059], [-0.978, 0.870, 0.319], [-0.030, 0.701, 1.143], [2.721, -0.533, 0.284], [3.187, -2.900, -1.216], [-2.976, 0.460, -0.221], [-2.151, -0.701, 0.873], [-2.752, 0.762, 1.539], [0.106, 1.992, -1.014], [-1.579, 1.471, -1.625], [-0.074, 0.309, -1.374], [1.528, 0.028, 0.642], [-0.348, 0.637, 2.207], [4.250, -2.823, -0.346]], "forces_ev_per_angstrom": [[0.383, 1.496, 0.752], [0.675, 3.079, 1.842], [-0.710, -0.204, -0.784], [-0.464, -1.811, 1.222], [-0.325, 1.543, 3.449], [-0.339, -1.186, -0.423], [0.240, -0.977, -0.076], [-1.149, -0.253, -0.825], [-0.128, -1.955, -0.024], [0.067, -0.292, -0.914], [0.102, 0.589, -0.390], [1.594, -0.398, 0.194], [-0.544, 0.305, -0.742], [0.110, 0.294, -0.063], [0.544, -0.593, -2.949], [-0.056, 0.364, -0.268]], "de_lowest_kcal_mol": 81.5, "largest_force_ha_per_bohr": 0.07375, "lumo_energy_ev": 0.347, "orbital_gap_ev": 8.747, "e_tot_ev": -27451.21247}

3.
{"formula": "C4H9NS3", "method": "the ωB97M-V functional and the def2-TZVPD basis", "species": ["C", "C", "C", "C", "H", "H", "H", "H", "H", "H", "H", "H", "H", "N", "S", "S", "S"], "positions_angstrom": [[-3.544, 1.140, 0.074], [-1.611, -0.760, 0.086], [1.099, 0.018, 0.263], [2.411, -0.732, 0.024], [-3.905, 0.567, -0.844], [-3.837, 0.773, 1.022], [-3.657, 2.181, 0.019], [0.845, 0.674, -0.594], [1.181, 0.542, 1.229], [2.430, -1.499, 0.902], [2.308, -1.431, -0.867], [4.427, 0.014, -0.203], [3.053, 0.627, -1.050], [3.452, 0.252, -0.086], [-1.712, 0.919, -0.015], [-2.944, -1.840, -0.091], [0.003, -1.445, 0.132]], "forces_ev_per_angstrom": [[1.647, -1.590, -2.237], [-1.207, -2.649, -0.782], [0.178, -0.947, -0.925], [-0.220, -2.748, 1.188], [-0.088, 0.905, 1.607], [-0.656, -0.616, 0.646], [-0.442, 1.470, -0.273], [0.319, -0.067, 0.665], [-0.550, -0.242, -0.450], [0.807, 1.473, -1.104], [0.148, 0.890, 0.687], [-0.198, -0.703, -0.123], [2.200, -0.026, 2.383], [-1.743, 1.745, -2.865], [-0.836, 0.976, 0.485], [1.927, 1.267, 0.506], [-1.286, 0.861, 0.594]], "de_lowest_kcal_mol": 29.8, "largest_force_ha_per_bohr": 0.07352, "lumo_energy_ev": -0.063, "orbital_gap_ev": 8.353, "e_tot_ev": -38288.25770}

4.
{"formula": "C4H9O", "method": "the ωB97M-V functional and the def2-TZVPD basis", "species": ["C", "C", "C", "C", "H", "H", "H", "H", "H", "H", "H", "H", "O", "H"], "positions_angstrom": [[-1.326, -0.962, -0.464], [0.000, -0.218, -0.444], [-0.001, 1.132, -0.436], [1.327, -0.960, -0.467], [-1.133, -2.036, -0.496], [-1.953, -0.757, 0.418], [-1.926, -0.707, -1.353], [0.915, 1.725, -0.441], [-0.919, 1.723, -0.439], [1.136, -2.034, -0.501], [1.925, -0.703, -1.357], [1.956, -0.756, 0.414], [0.000, 1.793, 2.647], [0.000, 2.760, 2.921]], "forces_ev_per_angstrom": [[0.124, -0.275, -0.101], [0.000, 1.897, 0.015], [-0.002, -0.633, -0.022], [-0.125, -0.276, -0.103], [-0.184, -0.006, 0.023], [0.352, 0.019, -0.218], [0.289, -0.033, 0.288], [-0.099, -0.314, 0.020], [0.102, -0.315, 0.019], [0.185, -0.005, 0.023], [-0.289, -0.033, 0.290], [-0.354, 0.020, -0.218], [0.000, 1.261, 0.433], [0.000, -1.306, -0.447]], "multiplicity": 2, "de_lowest_kcal_mol": 23.5, "largest_force_ha_per_bohr": 0.03689, "lumo_energy_ev": [0.952, -1.832], "orbital_gap_ev": [9.878, 7.093], "e_tot_ev": -6338.01504, "s2": 0.7534}

5.
{"formula": "C4H9O", "method": "the ωB97M-V functional and the def2-TZVPD basis", "species": ["C", "O", "C", "C", "C", "H", "H", "H", "H", "H", "H", "H", "H", "H"], "positions_angstrom": [[-1.117, 0.301, 1.546], [-0.855, 1.602, 1.624], [0.019, -0.494, 0.691], [0.669, 0.376, -0.408], [0.584, -0.284, -1.792], [-1.143, -0.140, 2.550], [-2.046, 0.147, 0.956], [-0.386, -1.445, 0.359], [0.758, -0.707, 1.465], [1.719, 0.519, -0.157], [0.123, 1.313, -0.380], [1.322, 0.183, -2.445], [-0.395, -0.016, -2.199], [0.748, -1.358, -1.811]], "forces_ev_per_angstrom": [[0.796, -1.261, -0.494], [0.022, 0.828, -0.192], [0.061, 1.111, 1.172], [-0.360, -1.398, 0.158], [-0.185, 1.142, -0.026], [-0.531, -0.353, -0.189], [0.056, 0.144, 0.320], [-0.172, 0.004, -0.185], [0.078, -0.212, -0.144], [-0.082, 0.312, 0.125], [0.401, 0.308, -0.336], [0.001, -0.086, -0.153], [-0.007, -0.498, -0.237], [-0.078, -0.040, 0.181]], "multiplicity": 2, "de_lowest_kcal_mol": 5.7, "largest_force_ha_per_bohr": 0.03142, "lumo_energy_ev": [1.131, -1.443], "orbital_gap_ev": [11.461, 8.383], "e_tot_ev": -6338.78820, "s2": 0.7548}

6.
{"formula": "C4H9O", "method": "the ωB97M-V functional and the def2-TZVPD basis", "species": ["C", "C", "C", "C", "O", "H", "H", "H", "H", "H", "H", "H", "H", "H"], "positions_angstrom": [[-1.195, -0.114, 2.358], [0.656, 0.643, -0.988], [1.478, -0.370, -0.300], [-0.695, 0.195, -1.375], [0.949, 1.890, -0.928], [-1.107, -1.012, 1.707], [-0.138, 0.214, 2.327], [-1.597, 0.593, 1.606], [2.252, -0.876, -0.855], [1.865, -0.049, 0.665], [0.779, -1.151, 0.001], [-0.865, -0.725, -0.812], [-1.499, 0.824, -0.998], [-0.884, -0.062, -2.406]], "forces_ev_per_angstrom": [[2.181, 0.292, -4.257], [0.929, 5.754, 1.138], [-0.102, -1.401, 1.102], [-1.330, -1.081, 0.494], [-0.824, -4.489, -0.689], [-0.816, -0.501, 1.389], [-0.293, 0.009, 1.638], [-1.077, 0.212, 1.250], [0.336, 0.194, -0.421], [0.397, 0.632, -0.318], [0.253, -0.306, -0.136], [-0.152, -0.202, -0.336], [0.281, 0.662, -0.375], [0.218, 0.225, -0.479]], "multiplicity": 2, "de_lowest_kcal_mol": 35.5, "largest_force_ha_per_bohr": 0.11549, "lumo_energy_ev": [0.613, -1.155], "orbital_gap_ev": [10.505, 8.737], "e_tot_ev": -6337.49492, "s2": 0.7530}

7.
{"formula": "C4H9O2", "method": "the ωB97M-V functional and the def2-TZVPD basis", "species": ["O", "C", "C", "C", "C", "O", "H", "H", "H", "H", "H", "H", "H", "H", "H"], "positions_angstrom": [[-0.977, 0.765, 2.828], [-0.509, 0.016, 1.796], [0.146, 0.452, 0.386], [-0.578, 0.222, -0.944], [0.151, -0.850, -1.729], [1.562, -0.405, -2.113], [0.252, -0.823, 2.179], [-1.285, -0.618, 1.360], [0.510, 1.433, 0.503], [1.035, -0.154, 0.376], [-1.582, -0.101, -0.656], [-0.895, 1.148, -1.394], [-0.458, -0.949, -2.650], [0.188, -1.834, -1.079], [2.288, -0.027, -1.420]], "forces_ev_per_angstrom": [[0.908, 0.292, -1.786], [0.049, -1.778, 1.097], [0.236, 0.081, 1.251], [-0.497, -0.217, 2.281], [1.030, 0.435, 0.982], [0.754, 0.262, 1.024], [-0.614, 1.131, -0.379], [-1.012, -0.758, -0.045], [0.374, 1.606, -0.037], [0.569, -0.318, -0.130], [-0.137, -0.950, -0.037], [0.877, 0.449, -1.061], [1.197, -0.552, -0.012], [0.008, 1.905, -1.484], [-3.743, -1.587, -1.664]], "de_lowest_kcal_mol": 95.7, "total_charge": -1, "largest_force_ha_per_bohr": 0.08543, "lumo_energy_ev": 3.663, "orbital_gap_ev": 5.835, "e_tot_ev": -8386.34003, "smiles": "[O-]CCCCO"}